Molecular formula: BH22O9
Method: DFT, ωB97M-V/def2-TZVPD

ΔE to the lowest compared entry with this formula, charge and spin: 27.8 kcal per mole
M: 176.98 Da
E: -715.1978 hartree
LUMO level: 2.8 eV
Frontier orbital gap: 0.3229 Eh
Total charge: -1

Last column: natural (NBO) charge in e.
Cartesian coordinates (Å):
1 O 0.3886 0.5402 2.4553  -1.001
2 O 2.7473 -0.4686 1.0589  -0.934
3 O 0.4957 -3.6289 -0.7333  -0.945
4 O 3.0320 1.8991 -0.4864  -0.958
5 O -1.8310 1.4391 1.3435  -0.928
6 O 0.7347 3.7500 -0.2459  -0.952
7 O 0.0454 -2.2296 1.4647  -0.994
8 O -2.6558 -1.3995 0.8722  -0.946
9 O -2.8552 0.3275 -1.4402  -0.967
10 B 0.3772 -0.1192 -1.5761  -0.761
11 H -2.2167 2.0820 0.7436  0.481
12 H 1.3385 -0.7997 -1.3408  -0.067
13 H -0.1128 0.1123 -0.4823  -0.026
14 H 0.5001 -2.6556 0.7232  0.480
15 H -0.2957 1.0231 1.9696  0.477
16 H 0.5924 0.9863 -2.1071  -0.065
17 H -1.9822 0.2974 -1.7653  0.507
18 H -2.4208 -1.0001 1.6717  0.462
19 H -3.2365 -0.4623 -1.7762  0.463
20 H 2.9536 -1.2600 1.5346  0.457
21 H -0.8414 -2.0436 1.1866  0.475
22 H -0.4277 -0.7916 -2.2476  -0.074
23 H -2.6160 1.0808 1.7598  0.466
24 H 2.3516 -0.7179 0.2692  0.483
25 H -2.3628 -0.8241 0.2411  0.492
26 H 1.3742 -3.9844 -0.7727  0.465
27 H 0.3500 3.1789 -0.9000  0.491
28 H 0.3565 4.6307 -0.3575  0.466
29 H 0.9168 0.1087 1.7794  0.497
30 H 2.4432 2.6458 -0.3295  0.474
31 H 0.4317 -3.0593 -1.5469  0.505
32 H 2.4248 1.3426 -0.9653  0.478

---

Molecular formula: BH26O11
Method: DFT, ωB97M-V/def2-TZVPD

ΔE to the lowest compared entry with this formula, charge and spin: 98.2 kcal per mole
M: 213.01 Da
E: -867.9744 hartree
LUMO level: 2.7 eV
Frontier orbital gap: 0.3359 Eh
Total charge: -1

Last column: natural (NBO) charge in e.
Cartesian coordinates (Å):
1 O 34.1290 38.1290 0.2650  -0.952
2 O 32.4500 37.9620 2.1520  -0.970
3 O 36.7790 40.5840 1.4900  -0.926
4 O 37.3030 35.7880 3.4060  -0.961
5 O 35.1880 34.9940 2.0840  -1.025
6 O 35.3030 41.6380 5.2320  -0.960
7 O 35.4010 33.7920 5.3410  -0.953
8 O 34.5920 39.3210 7.5850  -0.915
9 O 32.7180 34.9020 5.8160  -0.968
10 O 32.6830 37.7210 6.7080  -1.021
11 O 31.2190 39.7830 5.0350  -1.028
12 B 35.2560 37.9490 4.1360  -0.851
13 H 36.8060 36.6580 3.6580  0.542
14 H 31.7500 40.2030 4.3330  0.504
15 H 31.9290 37.7140 7.4510  0.478
16 H 36.1310 41.9630 5.6120  0.457
17 H 31.4620 38.9390 5.5210  0.518
18 H 35.3470 34.6850 5.2320  0.479
19 H 34.6880 33.4330 5.8300  0.473
20 H 33.6120 38.0480 7.1270  0.506
21 H 34.3280 35.1380 2.3180  0.457
22 H 36.1700 38.3060 4.8120  -0.024
23 H 33.2660 37.5390 1.7890  0.481
24 H 35.9300 35.3120 2.7430  0.508
25 H 34.7760 37.3980 0.4710  0.493
26 H 33.8460 37.9890 -0.7820  0.469
27 H 33.9150 40.0370 7.6500  0.490
28 H 34.8330 37.0460 4.6320  -0.033
29 H 34.6290 39.0410 6.7490  0.481
30 H 35.5430 37.7520 2.9570  -0.032
31 H 36.0100 40.4610 1.9650  0.476
32 H 32.6350 34.9100 4.9070  0.455
33 H 35.6950 40.8100 4.6870  0.501
34 H 36.6890 41.4240 1.1340  0.451
35 H 34.3790 38.8450 4.3810  -0.042
36 H 37.9150 35.9640 2.8050  0.462
37 H 32.7860 37.9090 3.1380  0.477
38 H 32.6780 35.9450 5.7930  0.501

---

Molecular formula: BH2NO5
Method: DFT, ωB97M-V/def2-TZVPD

ΔE to the lowest compared entry with this formula, charge and spin: 8.3 kcal per mole
M: 106.83 Da
E: -457.0031 hartree
LUMO level: 0.0 eV
Frontier orbital gap: 0.4392 Eh

Last column: natural (NBO) charge in e.
Cartesian coordinates (Å):
1 O 1.9306 -1.7907 0.8412  -0.312
2 O 0.8080 0.1687 0.9182  -0.472
3 O 0.2071 -1.3308 -0.4056  -0.363
4 O -0.2427 1.2069 -1.0712  -0.919
5 O -1.6114 0.3083 0.5342  -0.878
6 N 1.0372 -1.0792 0.4389  0.734
7 B -0.4413 0.4203 -0.0054  1.197
8 H 0.6393 1.5052 -1.3643  0.514
9 H -2.3267 0.5915 0.1139  0.500

---

Molecular formula: BH30O13
Method: DFT, ωB97M-V/def2-TZVPD

ΔE to the lowest compared entry with this formula, charge and spin: 20.1 kcal per mole
M: 249.04 Da
E: -1020.9708 hartree
LUMO level: 2.4 eV
Frontier orbital gap: 0.3612 Eh
Total charge: -1

Last column: natural (NBO) charge in e.
Cartesian coordinates (Å):
1 O 20.5100 7.8929 -13.4189  -0.957
2 O 17.2921 12.9549 -11.4848  -0.944
3 O 16.9972 12.8088 -8.5917  -0.953
4 O 20.5332 13.4440 -10.8050  -0.957
5 O 16.1311 10.5146 -9.9977  -0.943
6 O 22.1277 11.4829 -9.7566  -0.971
7 O 21.3414 6.7377 -8.8946  -0.957
8 O 16.8177 10.3010 -13.3824  -0.956
9 O 21.0738 8.8020 -7.1789  -0.957
10 O 17.8457 9.5388 -7.4015  -0.958
11 O 18.5518 6.7310 -9.3533  -0.950
12 O 22.3720 9.9100 -12.3944  -0.972
13 O 20.1158 10.4877 -14.2842  -0.978
14 B 19.2562 9.8180 -10.6389  -0.730
15 H 17.9719 7.4045 -9.6206  0.489
16 H 15.7085 10.2647 -10.8077  0.466
17 H 17.0961 10.5862 -14.2520  0.467
18 H 18.8933 10.3458 -9.6382  -0.058
19 H 20.3112 12.9615 -11.5648  0.456
20 H 17.9607 6.1753 -8.7944  0.474
21 H 20.2301 9.1385 -10.4588  -0.049
22 H 21.2324 11.1521 -10.0711  0.517
23 H 17.7539 13.3624 -8.7794  0.459
24 H 18.0790 12.3939 -11.4276  0.479
25 H 16.9455 12.2797 -9.3647  0.487
26 H 17.0224 10.4174 -10.2020  0.481
27 H 17.1247 13.0390 -12.4081  0.465
28 H 19.7662 7.7085 -12.8277  0.504
29 H 18.3243 9.8353 -8.1903  0.486
30 H 22.0469 9.9606 -13.2915  0.479
31 H 18.0688 10.2514 -6.8161  0.464
32 H 21.9493 9.2386 -11.8282  0.490
33 H 21.1793 8.7960 -8.1173  0.480
34 H 21.8141 7.0798 -9.6389  0.458
35 H 20.2165 7.8015 -14.3694  0.480
36 H 18.3406 9.1176 -11.0655  -0.056
37 H 20.4464 6.9787 -9.1323  0.492
38 H 20.4021 8.1350 -6.9520  0.474
39 H 19.4562 10.7754 -11.4424  -0.100
40 H 20.2471 9.6192 -13.9173  0.477
41 H 19.7713 10.9384 -13.5099  0.477
42 H 22.0571 12.0134 -8.9561  0.474
43 H 21.3729 13.0263 -10.5808  0.483
44 H 17.6283 10.1317 -12.9185  0.487

---

Molecular formula: BH3O3
Method: DFT, ωB97M-V/def2-TZVPD

ΔE to the lowest compared entry with this formula, charge and spin: 53.1 kcal per mole
M: 61.83 Da
E: -252.4443 hartree
LUMO level: -0.1 eV
Frontier orbital gap: 0.4337 Eh

Last column: natural (NBO) charge in e.
Cartesian coordinates (Å):
1 O -0.8077 -0.1315 -2.3485  -0.937
2 O 1.4002 0.2673 1.5834  -0.840
3 O -0.4115 1.7999 0.7496  -0.893
4 B 0.6227 1.0249 1.0464  1.213
5 H -1.0094 1.2825 0.1966  0.520
6 H -0.0637 0.3301 -1.9458  0.460
7 H -0.5222 -0.2467 -3.2591  0.477

---

Molecular formula: BH3OS
Method: DFT, ωB97M-V/def2-TZVPD

ΔE to the lowest compared entry with this formula, charge and spin: 20.9 kcal per mole
M: 61.90 Da
E: -500.0924 hartree
LUMO level: 0.0 eV
Frontier orbital gap: 0.3624 Eh

Last column: natural (NBO) charge in e.
Cartesian coordinates (Å):
1 S 1.6046 0.1416 -0.3538  -0.219
2 O -0.8506 -0.8049 -0.8030  -0.884
3 B -0.1268 -0.0056 -0.0362  0.502
4 H -0.6398 0.7298 0.8255  -0.095
5 H -1.8386 -0.7247 -0.8788  0.515
6 H 1.8513 0.6639 1.2463  0.181